Record 1
Here is a molecular structure, C15H25CoNO4Si2Te at a distorted geometry from the OMol25 dataset. Energies are from ωB97M-V/def2-TZVPD.

Computed properties:
Frontier orbital gap (alpha / beta): 0.31744 / 0.32874 Ha
F_max: 0.065 hartree/bohr
Electronic energy: -86318.43596 eV
Energy above the lowest of the compared OMol25 structures with the same formula, charge and spin: 0.0000 eV
Expectation value of S²: 3.76

Geometry as ORCA input:
```
! RIJCOSX wB97M-V def2-TZVPD def2/J DEFGRID3
* xyz 0 4
Co 1.35 0.48 -0.21
O 4.31 1.05 2.48
C 3.50 0.68 1.69
O 2.34 1.24 1.37
C 3.87 -0.40 0.67
C 5.08 -1.11 0.62
C 5.14 -2.07 -0.33
C 4.14 -2.31 -1.29
C 3.08 -1.47 -1.27
N 2.94 -0.55 -0.24
C 1.90 -1.38 -2.24
O 1.73 -2.22 -3.09
O 1.23 -0.26 -2.06
H 5.83 -0.87 1.34
H 6.02 -2.65 -0.40
H 4.20 -3.09 -2.09
C -0.71 2.39 -1.11
Si -1.52 3.15 0.38
C -1.20 4.97 0.39
C -3.39 2.82 0.16
C -0.83 2.39 1.93
Te -0.33 0.25 1.76
C -2.10 -0.72 1.10
Si -1.77 -2.27 0.03
C -3.34 -3.29 0.14
C -1.60 -1.58 -1.76
C -0.40 -3.25 0.69
H -1.18 2.92 -1.91
H -1.01 1.35 -1.21
H 0.34 2.58 -1.16
H -1.73 5.49 -0.44
H -0.13 5.10 0.32
H -1.60 5.39 1.28
H -3.81 3.44 -0.60
H -3.90 3.03 1.14
H -3.42 1.77 -0.17
H -1.53 2.47 2.79
H 0.15 2.74 2.26
H -2.70 -0.05 0.51
H -2.72 -1.02 1.95
H -4.16 -2.89 -0.56
H -3.68 -3.49 1.17
H -3.16 -4.24 -0.28
H -2.53 -1.05 -1.99
H -1.45 -2.26 -2.58
H -0.84 -0.81 -1.83
H -0.89 -3.98 1.37
H 0.30 -2.62 1.26
H 0.20 -3.82 0.02
*
```

Just the Löwdin charges please, in e? Sure, here they are:
1 Co 0.582
2 O 0.102
3 C -0.557
4 O -0.252
5 C -0.150
6 C 0.026
7 C -0.034
8 C 0.024
9 C -0.128
10 N 0.044
11 C -0.564
12 O 0.083
13 O -0.148
14 H 0.126
15 H 0.098
16 H 0.146
17 C -0.189
18 Si 0.392
19 C -0.177
20 C -0.159
21 C -0.493
22 Te 1.412
23 C -0.566
24 Si 0.418
25 C -0.192
26 C -0.157
27 C -0.185
28 H 0.040
29 H 0.009
30 H 0.031
31 H 0.053
32 H 0.033
33 H 0.018
34 H 0.019
35 H 0.052
36 H 0.008
37 H 0.020
38 H 0.005
39 H -0.025
40 H 0.007
41 H 0.064
42 H 0.040
43 H 0.001
44 H 0.033
45 H 0.032
46 H -0.020
47 H 0.050
48 H 0.002
49 H 0.027

Record 2
Here is a molecular structure, C15H25FeNO4Si2Te from the OMol25 dataset. Energies are from ωB97M-V/def2-TZVPD.

Computed properties:
Frontier orbital gap (alpha / beta): 0.32478 / 0.26712 Ha
F_max: 0.012 hartree/bohr
Electronic energy: -83072.62460 eV
Energy above the lowest of the compared OMol25 structures with the same formula, charge and spin: 0.0000 eV
Expectation value of S²: 8.77

Geometry as ORCA input:
```
! RIJCOSX wB97M-V def2-TZVPD def2/J DEFGRID3
* xyz 1 6
Fe 0.89 -1.20 -2.00
O -2.47 -1.61 -4.04
C -1.42 -1.30 -3.59
O -0.81 -1.86 -2.53
C -0.63 -0.11 -4.13
C -0.93 0.76 -5.16
C -0.01 1.76 -5.45
C 1.19 1.89 -4.74
C 1.41 0.99 -3.72
N 0.50 0.06 -3.47
C 2.60 0.87 -2.76
O 3.53 1.62 -2.83
O 2.46 -0.14 -1.90
H -1.85 0.65 -5.72
H -0.21 2.45 -6.26
H 1.91 2.66 -4.97
C 2.21 2.64 0.03
Si 1.71 1.99 1.71
C 3.07 2.15 2.97
C 0.12 2.77 2.30
C 1.43 0.11 1.48
Te -0.30 -0.31 0.32
C -0.65 -2.32 0.90
Si -2.09 -2.43 2.15
C -3.62 -1.82 1.26
C -1.66 -1.34 3.60
C -2.25 -4.23 2.64
H 2.31 3.73 0.05
H 1.46 2.41 -0.74
H 3.16 2.23 -0.31
H 3.31 3.21 3.14
H 3.99 1.66 2.65
H 2.77 1.73 3.93
H 0.25 3.85 2.35
H -0.14 2.43 3.31
H -0.73 2.57 1.64
H 1.28 -0.42 2.42
H 2.27 -0.33 0.95
H 0.29 -2.70 1.30
H -0.90 -2.87 -0.01
H -3.51 -0.78 0.92
H -4.48 -1.84 1.93
H -3.85 -2.44 0.39
H -1.43 -0.31 3.30
H -0.81 -1.74 4.16
H -2.50 -1.28 4.30
H -2.31 -4.87 1.76
H -3.14 -4.39 3.24
H -1.39 -4.55 3.23
*
```

Just the Löwdin charges please, in e? Sure, here they are:
1 Fe 0.967
2 O 0.159
3 C -0.518
4 O -0.200
5 C -0.137
6 C 0.056
7 C 0.014
8 C 0.057
9 C -0.139
10 N 0.025
11 C -0.543
12 O 0.148
13 O -0.173
14 H 0.137
15 H 0.126
16 H 0.137
17 C -0.168
18 Si 0.405
19 C -0.168
20 C -0.188
21 C -0.527
22 Te 1.455
23 C -0.533
24 Si 0.404
25 C -0.177
26 C -0.178
27 C -0.169
28 H 0.049
29 H 0.023
30 H 0.039
31 H 0.042
32 H 0.041
33 H 0.039
34 H 0.042
35 H 0.039
36 H 0.012
37 H 0.023
38 H 0.018
39 H 0.027
40 H 0.008
41 H 0.020
42 H 0.043
43 H 0.044
44 H 0.011
45 H 0.042
46 H 0.044
47 H 0.040
48 H 0.043
49 H 0.039

Record 3
Here is 2 unconnected molecules or ions with the total composition C15H25N4O4S at a distorted geometry from the OMol25 dataset. Energies are from ωB97M-V/def2-TZVPD.

Computed properties:
Frontier orbital gap: 0.27612 Ha
F_max: 0.048 hartree/bohr
Electronic energy: -40938.76594 eV

Geometry as ORCA input:
```
! RIJCOSX wB97M-V def2-TZVPD def2/J DEFGRID3
* xyz 1 1
C 5.65 -3.64 0.33
N 5.91 -3.43 1.59
C 5.87 -2.06 1.86
C 5.54 -1.50 0.69
C 5.31 -0.03 0.39
C 3.81 0.12 -0.09
C 2.92 0.83 0.95
C 1.41 0.62 0.58
C 0.53 0.46 1.83
C -0.85 -0.21 1.55
C -1.51 0.28 0.25
S -3.15 -0.45 -0.11
C -3.08 -2.18 0.16
N -3.92 -2.97 -0.40
N -3.67 -4.26 0.00
C -2.67 -4.17 0.80
O -2.24 -2.91 0.95
N 5.43 -2.48 -0.28
H 5.61 -4.61 -0.15
H 6.12 -4.15 2.27
H 6.05 -1.59 2.82
H 5.42 0.53 1.31
H 5.96 0.32 -0.42
H 3.81 0.60 -1.08
H 3.38 -0.88 -0.23
H 3.10 1.91 0.88
H 3.15 0.51 1.97
H 1.10 1.49 0.00
H 1.32 -0.30 -0.03
H 1.06 -0.23 2.50
H 0.39 1.41 2.36
H -1.53 0.06 2.37
H -0.69 -1.29 1.52
H -0.89 0.15 -0.64
H -1.70 1.36 0.36
H -2.18 -4.98 1.32
H 5.22 -2.36 -1.26
C -5.43 4.70 -4.12
O -6.13 4.28 -2.95
C -5.50 3.34 -2.24
O -4.44 2.85 -2.50
O -6.26 3.04 -1.18
C -5.71 2.04 -0.34
H -6.04 5.46 -4.60
H -4.47 5.14 -3.85
H -5.29 3.87 -4.80
H -4.76 2.37 0.08
H -5.58 1.10 -0.88
H -6.40 1.88 0.48
*
```

Just the Löwdin charges please, in e? Sure, here they are:
1 C -0.063
2 N 0.124
3 C 0.039
4 C -0.228
5 C -0.088
6 C -0.187
7 C -0.198
8 C -0.211
9 C -0.200
10 C -0.248
11 C -0.463
12 S 1.009
13 C -0.658
14 N 0.022
15 N 0.065
16 C -0.202
17 O 0.012
18 N 0.180
19 H 0.171
20 H 0.187
21 H 0.148
22 H 0.120
23 H 0.123
24 H 0.120
25 H 0.096
26 H 0.120
27 H 0.110
28 H 0.119
29 H 0.107
30 H 0.106
31 H 0.118
32 H 0.117
33 H 0.092
34 H 0.070
35 H 0.089
36 H 0.133
37 H 0.192
38 C -0.039
39 O 0.009
40 C -0.620
41 O 0.114
42 O 0.011
43 C -0.063
44 H 0.094
45 H 0.097
46 H 0.098
47 H 0.085
48 H 0.072
49 H 0.098

Question: Look up the electronic energy of the third one.
Answer: -40938.76594 eV